1.
Here is the molecule C5H4O2 from the Open Molecules 2025 dataset. Energies are from the ωB97M-V functional and the def2-TZVPD basis.

Structure (XYZ):
```
11
C5H4O2 | the Open Molecules 2025 dataset | the ωB97M-V functional and the def2-TZVPD basis
O 0.87574 1.02589 2.34730
C 0.45373 0.67548 1.28018
C -0.82011 0.02826 0.99860
C -1.01675 -0.60143 -0.17838
C -0.00525 -0.55951 -1.19704
C 1.04061 0.26205 -1.00062
O 1.24495 0.91814 0.15507
H -1.55120 0.04201 1.79669
H -1.94913 -1.12098 -0.37955
H -0.07736 -1.16568 -2.08838
H 1.80478 0.49576 -1.73388
```

Results
Total charge = 0
ΔE to the lowest compared entry with this formula, charge and spin = 7.0 kJ/mol
2S+1 = 1
SMILES = O=c1cccco1
Total energy = -9344.1097 eV

=====

2.
Here is a structure of composition C10H12BBr2F3NO2V from the Open Molecules 2025 dataset. Energies are from the ωB97M-V functional and the def2-TZVPD basis.

Structure (XYZ):
```
32
C10H12BBr2F3NO2V | the Open Molecules 2025 dataset | the ωB97M-V functional and the def2-TZVPD basis
O 2.07585 2.23316 2.27779
O 1.82330 3.12493 1.36348
C 0.87651 2.64503 0.34829
B 0.37066 1.09322 0.52862
C -0.98703 0.94185 -0.44583
C -1.90925 -0.21942 0.25623
C -3.14200 -0.78079 -0.66760
F -4.30897 0.14258 -0.54965
Br -2.63938 -1.25062 -2.54739
C -3.63382 -2.20772 0.05061
F -2.89316 -3.37026 -0.55857
F -3.39545 -2.15666 1.52681
Br -5.59683 -2.46793 -0.29403
C 1.43110 -0.05057 -0.01984
C 1.94578 -0.13537 -1.56220
C 2.93626 -1.31417 -2.00594
N 3.54506 -2.44490 -1.25233
C 3.08804 -2.29358 0.15676
C 2.11049 -1.23816 0.86275
H 2.98227 1.81965 2.17145
H 1.45600 2.69345 -0.69437
H -0.01339 3.40244 0.25803
H -0.01459 0.82096 1.61986
H -0.70415 0.74538 -1.56412
H -1.59579 1.96503 -0.43036
H -2.41105 0.25318 1.22901
H -1.21798 -1.10027 0.62886
H 1.57113 0.65709 -2.34940
H 3.24041 -1.30742 -3.16295
H 3.54402 -3.12398 0.88700
H 1.86279 -1.32930 2.01086
V -0.39683 4.25317 1.92817
```

Results
Total charge = +2
2S+1 = 1
Total energy = -190712.6621 eV

=====

3.
Here is a cluster of 5 separate species, H10O5 in total from the Open Molecules 2025 dataset. Energies are from the ωB97M-V functional and the def2-TZVPD basis.

Structure (XYZ):
```
15
H10O5 | the Open Molecules 2025 dataset | the ωB97M-V functional and the def2-TZVPD basis
O 0.63420 -0.52920 -0.87600
H 0.11920 -1.02520 -1.56400
H 0.87720 -1.16320 -0.18600
O -0.80380 1.07680 1.05700
H -0.47880 1.03580 0.13900
H -1.44080 0.38280 1.09600
O -1.86080 -1.38320 -1.21500
H -1.45280 -1.15020 -0.38000
H -2.46680 -0.68520 -1.53400
O 0.87520 -0.87520 1.82900
H 0.27020 -0.14920 1.82700
H 1.65520 -0.74520 2.41700
O 1.29620 2.06280 -1.12800
H 1.11720 1.12480 -1.26000
H 1.65920 2.02280 -0.22200
```

Results
Total charge = 0
ΔE to the lowest compared entry with this formula, charge and spin = 99.9 kJ/mol
2S+1 = 1
SMILES = O.O.O.O.O
Total energy = -10399.8138 eV

=====

4.
Here is a structure of composition C23H39Cl2N6O3Tl from the Open Molecules 2025 dataset. Energies are from the ωB97M-V functional and the def2-TZVPD basis.

Structure (XYZ):
```
74
C23H39Cl2N6O3Tl | the Open Molecules 2025 dataset | the ωB97M-V functional and the def2-TZVPD basis
O -0.40330 -2.56928 -0.39199
C 0.35984 -3.45220 0.07844
C 0.60041 -4.68063 -0.69053
C -0.27702 -5.01876 -1.73125
H -1.15439 -4.40224 -1.93617
C -0.02599 -6.14831 -2.52525
H -0.69042 -6.39073 -3.35997
C 1.06244 -6.99074 -2.25998
H 1.25443 -7.89810 -2.85220
C 1.96341 -6.62341 -1.24003
H 2.84455 -7.24764 -1.05733
C 1.73960 -5.48156 -0.47199
H 2.43255 -5.17690 0.30172
H 0.97351 -3.25415 1.00549
C -0.97814 -3.21878 2.56244
C 0.29579 -2.49852 2.52113
H -1.63146 -3.19593 3.45071
H -0.81926 -4.26084 2.22915
H -1.49496 -2.72263 1.71188
C 0.59591 -1.24278 2.81569
C 0.22952 -0.50786 4.10976
H 1.12031 -0.60884 2.07438
H 0.14199 -1.23136 4.95251
H -0.72691 0.05366 4.02898
H 0.99716 0.24995 4.35841
Tl -0.14388 -0.28995 -0.92470
Cl -2.70638 -0.45324 -0.99873
Cl 2.29007 -0.94939 -0.79297
H 0.15248 -1.62456 -4.92661
H -1.94482 -1.01735 -5.48723
C 0.07665 -1.22494 -3.90385
C -2.13675 -0.33261 -4.65726
N -0.87648 -0.09827 -3.96842
H 1.05348 -0.89353 -3.51365
C -0.63047 1.11814 -3.43901
O 0.36648 1.43951 -2.78415
H -2.47244 0.64928 -5.02141
H -1.49257 1.80440 -3.59687
H -0.33959 -2.01743 -3.25331
H -2.88553 -0.74484 -3.96285
H 5.03603 4.07365 1.35197
H 5.53946 2.63051 -1.02962
C 4.66863 3.10036 1.68683
C 5.19759 1.83068 -0.36455
N 4.20439 2.30897 0.57240
H 3.85000 3.24504 2.39184
C 2.91419 1.95334 0.48730
O 2.07961 2.09362 1.39261
H 4.76886 1.02559 -0.96289
H 2.64082 1.48553 -0.47041
H 5.50563 2.59861 2.17592
H 6.07186 1.46535 0.18029
C -2.43568 1.64664 1.75206
N -1.30671 2.10316 0.90586
C -0.61088 3.17501 1.62973
N -1.50232 4.32753 1.91854
C -2.63817 3.84439 2.73106
N -3.37610 2.75902 2.04295
C -3.87264 3.29494 0.74730
N -2.76835 3.78810 -0.10652
C -1.84333 2.67069 -0.36466
C -2.02851 4.83198 0.62310
H -2.02106 1.26774 2.70164
H -2.95714 0.84335 1.21366
H 0.23283 3.51716 1.02063
H -0.24015 2.77106 2.58114
H -3.33760 4.68368 2.88608
H -2.25640 3.47123 3.69313
H -4.41412 2.49899 0.21903
H -4.54454 4.13595 0.96525
H -0.98718 3.00975 -0.97771
H -2.38886 1.86322 -0.88349
H -2.71742 5.66420 0.82545
H -1.18258 5.17430 0.01111
```

Results
Total charge = 0
ΔE to the lowest compared entry with this formula, charge and spin = 29.6 kJ/mol
2S+1 = 1
Total energy = -69301.3976 eV

=====

5.
Here is the ion C2H2N3S2 with charge +1 from the Open Molecules 2025 dataset. Energies are from the ωB97M-V functional and the def2-TZVPD basis.

Structure (XYZ):
```
9
C2H2N3S2 | the Open Molecules 2025 dataset | the ωB97M-V functional and the def2-TZVPD basis
C -1.79325 -0.42579 0.10252
C -3.22402 -0.50454 0.24281
N 0.18266 -1.24712 -0.53006
N 2.81113 -1.12131 -0.08634
N -1.04989 -1.38483 -0.43168
S -4.74189 -0.40602 0.35444
S 1.40421 -1.29948 0.47457
H -1.12184 0.30989 0.69039
H 2.87381 -0.75086 -1.07299
```

Results
Total charge = +1
ΔE to the lowest compared entry with this formula, charge and spin = 200.0 kJ/mol
2S+1 = 1
Total energy = -28234.5011 eV

=====

6.
Here is a cluster of 2 separate species, C18H24N3 in total from the Open Molecules 2025 dataset. Energies are from the ωB97M-V functional and the def2-TZVPD basis.

Structure (XYZ):
```
45
C18H24N3 | the Open Molecules 2025 dataset | the ωB97M-V functional and the def2-TZVPD basis
C -0.80855 -0.12814 2.28968
C -2.10032 -0.75590 2.11609
C -3.27046 0.04278 2.21211
C -4.54917 -0.51566 2.21487
C -4.72713 -1.91149 2.17618
C -3.59062 -2.72119 2.02963
C -2.32219 -2.14375 1.85291
C 0.45512 -0.78251 2.31762
C 1.66795 -0.01833 2.28104
C 2.92588 -0.62273 2.20830
C 3.05241 -2.02740 2.17056
C 1.88727 -2.81052 2.24926
C 0.63935 -2.20534 2.43283
H -0.85160 0.95699 2.46156
H -3.14821 1.12812 2.28595
H -5.44098 0.12355 2.25502
H -5.73420 -2.35517 2.23173
H -3.67995 -3.80609 2.01926
H -1.51152 -2.78399 1.48756
H 1.56811 1.06582 2.33107
H 3.82983 -0.01150 2.17117
H 4.04788 -2.49506 2.08507
H 1.95368 -3.89541 2.18987
H -0.19003 -2.84538 2.72522
C 3.77048 5.15158 -0.03375
N 2.86159 4.36068 0.79275
C 2.90317 2.96525 0.47780
C 1.90248 4.62970 1.73078
N 1.10659 3.60154 2.05868
N 1.86655 5.83110 2.37539
C 2.44762 7.10348 2.00798
C 1.24008 5.91367 3.67221
H 3.94367 6.16882 0.32229
H 4.75070 4.64775 -0.04736
H 3.43298 5.20512 -1.08815
H 2.22268 2.49260 1.19477
H 2.49973 2.76892 -0.52519
H 3.92166 2.57813 0.59464
H 0.12837 3.73738 2.37875
H 2.90363 7.09959 1.02436
H 1.66871 7.87585 2.00773
H 3.16816 7.40626 2.77925
H 0.97522 4.90951 4.03533
H 1.93914 6.37603 4.37856
H 0.35780 6.56675 3.62227
```

Results
Total charge = +1
ΔE to the lowest compared entry with this formula, charge and spin = 231.0 kJ/mol
2S+1 = 1
Total energy = -23516.3359 eV

=====

Number 1: largest force on an atom 0.35 eV/Å. Number 2: largest force on an atom 8.08 eV/Å. Number 3: largest force on an atom 2.75 eV/Å. Number 4: largest force on an atom 3.32 eV/Å. Number 5: largest force on an atom 2.72 eV/Å. Number 6: largest force on an atom 1.79 eV/Å.